Computed, not measured: a 8-piece molecular cluster, C52H50N3O14S overall in a non-equilibrium geometry, with ωB97M-V/def2-TZVPD.

Geometry as ORCA input:
```
! RIJCOSX wB97M-V def2-TZVPD def2/J DEFGRID3
* xyz 1 1
C -1.91 3.81 2.10
C -3.21 3.55 2.85
C -3.58 2.06 2.79
C -5.03 1.83 3.18
C -2.56 1.26 3.61
C -3.02 0.38 4.75
N -1.85 -0.56 4.86
C -1.29 -0.60 3.62
N -0.22 -1.27 3.31
C 0.36 -1.23 1.95
C 1.21 0.01 1.69
C 1.30 0.29 0.19
S -0.34 0.78 -0.42
N -1.99 0.16 2.74
H -1.14 3.07 2.33
H -2.11 3.76 1.04
H -1.49 4.78 2.36
H -3.14 3.86 3.89
H -3.99 4.12 2.36
H -3.46 1.78 1.75
H -5.27 0.77 3.22
H -5.29 2.31 4.11
H -5.66 2.25 2.40
H -1.77 1.88 4.03
H -3.96 -0.12 4.57
H -3.10 0.86 5.72
H -2.13 -1.50 5.13
H 0.17 -1.85 4.04
H 0.99 -2.10 1.83
H -0.47 -1.32 1.26
H 2.22 -0.13 2.07
H 0.82 0.92 2.15
H 1.66 -0.60 -0.31
H 1.97 1.12 0.05
H -0.47 0.04 -1.54
H -1.38 0.64 2.08
C 6.10 1.63 3.47
C 5.22 0.75 3.01
C 5.02 0.54 1.56
O 4.20 -0.26 1.14
C 5.84 1.35 0.63
C 6.73 2.23 1.08
C 6.93 2.44 2.54
O 7.73 3.24 2.96
H 6.27 1.79 4.53
H 4.61 0.14 3.68
H 5.68 1.18 -0.43
H 7.34 2.83 0.42
C -2.67 3.89 -1.30
C -1.94 4.66 -2.10
C -2.45 5.97 -2.57
O -1.79 6.67 -3.30
C -3.80 6.38 -2.12
C -4.53 5.61 -1.32
C -4.02 4.30 -0.85
O -4.68 3.59 -0.11
H -2.32 2.93 -0.94
H -0.96 4.37 -2.44
H -4.16 7.34 -2.48
H -5.52 5.89 -0.99
C -5.51 4.24 -5.85
C -6.04 4.78 -6.94
C -5.34 5.85 -7.69
O -5.82 6.35 -8.68
C -4.02 6.29 -7.18
C -3.48 5.75 -6.08
C -4.19 4.68 -5.34
O -3.71 4.19 -4.34
H -6.01 3.46 -5.28
H -7.00 4.47 -7.33
H -3.52 7.07 -7.74
H -2.52 6.06 -5.69
C 6.45 -5.87 1.02
C 7.27 -5.14 0.26
C 6.83 -3.83 -0.30
O 7.56 -3.16 -0.99
C 5.46 -3.38 0.03
C 4.65 -4.11 0.79
C 5.08 -5.41 1.34
O 4.34 -6.08 2.04
H 6.76 -6.82 1.43
H 8.27 -5.46 0.01
H 5.15 -2.43 -0.39
H 3.64 -3.79 1.04
C 2.71 -6.86 -1.51
C 1.85 -7.76 -1.98
C 1.66 -7.96 -3.44
O 0.87 -8.77 -3.86
C 2.48 -7.12 -4.36
C 3.34 -6.22 -3.89
C 3.53 -6.02 -2.43
O 4.31 -5.21 -2.00
H 2.87 -6.70 -0.45
H 1.25 -8.38 -1.33
H 2.32 -7.28 -5.42
H 3.94 -5.61 -4.54
C 7.99 -9.03 3.69
C 7.66 -10.02 4.52
C 7.40 -11.39 4.01
O 7.10 -12.29 4.76
C 7.51 -11.61 2.55
C 7.83 -10.62 1.72
C 8.10 -9.25 2.23
O 8.39 -8.35 1.48
H 8.19 -8.03 4.04
H 7.58 -9.88 5.59
H 7.31 -12.62 2.20
H 7.92 -10.76 0.65
C -8.61 7.85 -3.18
C -9.69 8.43 -2.67
C -10.50 7.75 -1.63
O -11.49 8.28 -1.16
C -10.06 6.40 -1.19
C -8.98 5.83 -1.70
C -8.17 6.51 -2.74
O -7.18 5.98 -3.21
H -8.00 8.33 -3.94
H -10.03 9.41 -2.97
H -10.67 5.93 -0.43
H -8.65 4.84 -1.40
*
```

Its HOMO-LUMO gap is 7.9 eV. For the largest force on an atom, the calculation gives 0.0526 hartree/bohr. The calculation puts the HOMO energy at -11.56 eV. For the LUMO energy, the calculation gives -3.6403 eV.